Record 1
12
Properties=species:S:1:pos:R:3:lowdin_charge:R:1 method="wB97M-V/def2-TZVPD" relative_energy_kj_mol=355.34 orbital_gap_ev=9.14 total_energy_ha=-298.713559 lumo_ev=0.95 largest_force_ev_per_a=4.0
C -0.4516 0.8496 0.9211 -0.008
C -0.7306 -1.5157 0.2987 -0.107
N 0.8335 -0.1532 -0.8668 0.014
N 0.4938 3.4554 -0.6438 0.059
N 1.1266 2.5999 -0.3696 -0.018
N -0.1702 -0.2206 0.1887 -0.385
H -1.3100 0.5889 1.5975 0.012
H 0.1157 -2.2559 -0.0402 0.107
H -1.5950 -1.5619 -0.4994 0.123
H -1.1227 -1.7911 1.2840 0.080
H 1.5812 -0.8496 -0.8235 0.070
H 1.2294 0.8542 -1.0467 0.055

***

Record 2
8
Properties=species:S:1:pos:R:3:lowdin_charge:R:1 method="wB97M-V/def2-TZVPD" relative_energy_kj_mol=332.70 orbital_gap_ev=8.83 total_energy_ha=-341.400034 lumo_ev=0.25 largest_force_ev_per_a=3.9
C -0.4520 -0.4610 0.6731 -0.210
C 1.8267 -0.5749 1.1200 -0.147
N -0.8738 -1.1404 1.6659 -0.117
N -1.4212 -1.5847 2.5308 0.226
N 0.8672 -0.0644 0.4215 0.000
F 3.0030 -0.0826 0.6891 -0.028
H -1.1954 -0.5000 -0.1939 0.149
H 0.9625 0.5122 -0.3716 0.127

***

Record 3
21
Properties=species:S:1:pos:R:3:lowdin_charge:R:1 method="wB97M-V/def2-TZVPD" relative_energy_kj_mol=207.78 orbital_gap_ev=9.70 total_energy_ha=-1104.365535 smiles="C=NC(C)C.OP(O)S" lumo_ev=0.80 largest_force_ev_per_a=5.3
C -1.6465 0.4345 1.6065 -0.067
C -2.0533 -1.4413 -0.2355 -0.051
C -0.8597 1.1794 -1.6915 -0.037
C -1.9341 0.1093 0.0491 -0.423
N -0.7206 0.4640 -0.6699 -0.047
O 2.0731 0.2307 0.5199 -0.421
O 4.5364 0.4823 1.3473 -0.414
P 3.5400 0.8747 0.1067 0.568
S 4.1684 -0.8090 -1.3052 0.292
H -2.0600 1.4508 1.7968 0.063
H -2.4174 -0.1914 2.2025 0.076
H -0.6767 0.0975 2.1458 0.099
H -2.3366 -1.5431 -1.3810 0.119
H -2.8679 -1.7408 0.3791 0.052
H -1.1871 -1.9478 -0.0502 0.033
H -1.8571 1.6302 -1.9737 0.091
H 2.9721 -1.4246 -1.4045 -0.228
H -0.1657 1.5354 -2.3943 0.052
H -2.8386 0.6890 -0.2634 0.129
H 1.3332 0.3661 -0.1391 0.017
H 4.9981 -0.4459 1.3546 0.096

***

Record 4
83
Properties=species:S:1:pos:R:3:lowdin_charge:R:1 method="wB97M-V/def2-TZVPD" relative_energy_kj_mol=142.33 orbital_gap_ev=5.67 total_energy_ha=-12258.626019 lumo_ev=3.88 charge=-2 largest_force_ev_per_a=1.1
Bi -0.2549 -0.2229 -0.4654 1.504
O 0.2809 4.8361 -3.3047 0.032
C 1.1722 5.0348 -2.3221 -0.285
C 1.9024 6.2247 -2.3323 -0.039
C 2.7865 6.5218 -1.3087 -0.120
C 2.9866 5.6192 -0.2713 -0.115
C 2.2968 4.4152 -0.2819 -0.034
C 1.3885 4.1021 -1.2864 -0.068
C 0.6625 2.7876 -1.1959 -0.501
O 1.1801 1.8604 -0.5116 -0.204
N -0.4889 2.7540 -1.8513 0.021
N -1.2527 1.6262 -1.6117 -0.179
C -2.3979 1.5855 -2.1920 -0.099
C -3.4606 0.6819 -1.8149 -0.174
C -4.5468 0.4848 -2.6824 -0.076
C -5.6286 -0.2859 -2.3188 -0.138
C -5.6548 -0.8441 -1.0297 -0.118
C -4.6193 -0.6481 -0.1492 -0.031
C -3.4574 0.0842 -0.5164 -0.456
O -2.4761 0.2214 0.3035 -0.289
H -0.2482 4.0397 -3.0171 0.070
H 1.7319 6.9191 -3.1478 0.104
H 3.3070 7.4734 -1.3129 0.088
H 3.6678 5.8516 0.5377 0.086
H 2.4462 3.6856 0.5052 0.109
H -2.6061 2.3447 -2.9480 0.126
H -4.5070 0.9436 -3.6665 0.100
H -6.4400 -0.4648 -3.0141 0.077
H -6.5071 -1.4420 -0.7245 0.087
H -4.6259 -1.0928 0.8391 0.109
Se -1.8580 0.3748 5.4676 0.565
Se -1.4355 -1.0718 3.5585 0.746
C 0.4691 -0.7528 3.5212 -0.646
C 1.3007 -1.3505 4.4627 -0.124
C 2.6620 -1.1080 4.3821 -0.091
C 3.1417 -0.2980 3.3660 -0.100
C 2.2368 0.2240 2.4553 -0.214
N 0.9218 0.0137 2.5378 0.015
C -2.2728 1.9660 4.4295 -0.692
C -3.4374 2.6951 4.6569 -0.128
C -3.7413 3.7305 3.7827 -0.097
C -2.8784 4.0196 2.7397 -0.077
C -1.7163 3.2682 2.6265 -0.124
N -1.4194 2.2743 3.4603 0.045
H 0.8793 -1.9920 5.2234 0.089
H 3.3436 -1.5719 5.0853 0.097
H 4.2010 -0.1052 3.2552 0.097
H 2.5651 0.8222 1.6104 0.095
H -4.0965 2.4271 5.4719 0.085
H -4.6614 4.2914 3.9032 0.095
H -3.0995 4.8053 2.0278 0.096
H -0.9992 3.4550 1.8317 0.110
O -1.0059 -2.1100 1.4503 -0.486
N -0.9735 -3.3703 1.0711 -0.216
C -0.6600 -4.3260 1.9708 -0.053
C -0.5985 -5.6498 1.6247 -0.082
C -0.8571 -6.0050 0.3012 -0.094
C -1.1650 -5.0213 -0.6082 -0.099
C -1.2292 -3.6669 -0.2377 -0.645
S -1.6146 -2.4446 -1.3796 0.609
H -0.4521 -3.9528 2.9617 0.114
H -0.3273 -6.3806 2.3734 0.094
H -0.7955 -7.0404 -0.0135 0.097
H -1.3409 -5.2460 -1.6518 0.102
O 2.0725 -4.6348 -2.1730 -0.099
C 1.7568 -3.2817 -2.5192 -0.303
C 2.9476 -2.3307 -2.3000 -0.585
C 4.0111 -2.6734 -3.3575 -0.214
O 3.7627 -2.1085 -4.6540 -0.088
C 3.5472 -2.5659 -0.9117 -0.576
Se 2.2088 -2.3757 0.5317 0.550
C 2.5735 -0.8351 -2.3785 -0.541
Se 0.7670 -0.3305 -3.0069 0.503
H 2.1344 -4.6354 -1.2054 0.041
H 0.9009 -2.9429 -1.9424 -0.004
H 1.4670 -3.2765 -3.5719 0.112
H 4.0561 -3.7619 -3.4442 0.113
H 4.9936 -2.3198 -3.0295 0.117
H 2.8431 -1.8251 -4.6889 0.051
H 4.3428 -1.8377 -0.7364 0.053
H 3.9823 -3.5650 -0.8363 0.046
H 3.2679 -0.2940 -3.0186 0.056
H 2.6418 -0.4055 -1.3832 0.000

***

Record 5
47
Properties=species:S:1:pos:R:3:lowdin_charge:R:1 method="wB97M-V/def2-TZVPD" relative_energy_kj_mol=0.00 orbital_gap_ev=6.28 total_energy_ha=-2265.493966 lumo_ev=4.21 charge=-2 largest_force_ev_per_a=0.8
Au -0.9789 -0.9813 -0.1047 0.767
O 2.2783 3.6738 -0.3702 0.006
C 3.2434 2.7803 -0.6412 -0.290
C 4.5677 3.2255 -0.6382 -0.044
C 5.6071 2.3440 -0.8757 -0.126
C 5.3448 1.0017 -1.1249 -0.120
C 4.0289 0.5672 -1.1518 -0.037
C 2.9639 1.4314 -0.9222 -0.070
C 1.5684 0.8470 -0.9972 -0.504
O 1.4159 -0.2744 -1.4843 -0.054
N 0.6319 1.6773 -0.5053 -0.046
N -0.6321 1.1434 -0.3247 -0.217
C -1.5515 2.0271 -0.2583 -0.900
S -3.2210 1.6453 0.1382 0.877
C -3.5924 3.3347 0.6754 -0.541
C -2.9252 4.2667 -0.3159 -0.555
S -1.1930 3.7496 -0.4656 0.916
H 1.4290 3.1359 -0.3299 0.023
H 4.7510 4.2728 -0.4302 0.101
H 6.6295 2.7062 -0.8589 0.085
H 6.1559 0.3039 -1.2935 0.084
H 3.7761 -0.4663 -1.3532 0.109
H -3.2049 3.5038 1.6815 0.071
H -4.6771 3.4439 0.6843 0.073
H -2.9407 5.3057 0.0174 0.065
H -3.4126 4.1938 -1.2886 0.069
N -3.8255 -0.9980 -1.2858 0.078
C -4.9327 -1.0893 -0.9625 -0.285
C -6.2912 -1.1877 -0.5919 -0.321
C -7.0651 -2.3040 -0.9552 -0.295
N -7.7152 -3.2172 -1.2491 0.068
C -6.8839 -0.1069 0.0880 -0.297
N -7.3604 0.7887 0.6496 0.072
F 4.2699 -4.3513 2.1805 -0.003
C 3.0094 -4.0133 1.7606 -0.308
C 2.6808 -4.1659 0.4308 -0.038
C 1.4011 -3.8266 0.0170 -0.059
C 0.4386 -3.3320 0.9050 -0.355
C -0.9279 -2.9650 0.4460 -0.343
C 0.8288 -3.1921 2.2423 -0.067
C 2.1031 -3.5277 2.6784 -0.042
H 3.4208 -4.5363 -0.2675 0.104
H 1.1425 -3.9164 -1.0314 0.109
H -1.6599 -3.1480 1.2366 0.015
H -1.2081 -3.5743 -0.4185 0.018
H 0.1155 -2.7872 2.9512 0.105
H 2.3972 -3.4083 3.7138 0.103

***

Record 6
14
Properties=species:S:1:pos:R:3:lowdin_charge:R:1 method="wB97M-V/def2-TZVPD" orbital_gap_ev="7.20 / 5.07" total_energy_ha=-1202.127903 spin_multiplicity=3 lumo_ev="-3.44 / -9.04" charge=+1 largest_force_ev_per_a=7.7
C -1.1758 0.5166 1.2085 -0.597
C 1.4910 -0.5885 -0.9885 -0.750
C 0.2643 0.2345 1.0451 -0.206
N -2.0355 0.3826 0.1729 0.088
N 2.0126 -0.0509 -2.1041 0.137
N 0.6934 -0.0606 -0.0883 0.056
Cl 1.9221 -2.2268 -0.7707 0.772
Cl -1.7436 -0.5095 2.8249 0.786
H -1.3889 1.4486 1.7041 0.113
H 0.8262 0.4758 1.9923 0.145
H -2.9672 0.7374 0.1985 0.116
H 1.5809 0.8345 -2.3528 0.135
H 2.4543 -0.6131 -2.8066 0.110
H -1.9337 -0.5806 -0.0351 0.095

***

Record 7
10
Properties=species:S:1:pos:R:3:lowdin_charge:R:1 method="wB97M-V/def2-TZVPD" relative_energy_kj_mol=154.15 orbital_gap_ev=11.07 total_energy_ha=-590.137511 smiles="OC(F)(F)/C(F)=C/F" lumo_ev=0.43 largest_force_ev_per_a=6.9
C 0.0360 -0.0091 1.7245 -0.073
C -0.6441 0.2279 0.6753 -0.096
C 0.0602 -0.2490 -1.0161 -0.505
O 0.4798 0.8203 -1.6111 0.135
F -0.3588 0.3673 2.9891 0.023
F -1.7829 0.8951 0.5062 0.100
F -0.8802 -0.9417 -1.7588 0.079
F 1.0565 -1.2052 -0.8101 0.059
H 0.9611 -0.4024 1.6765 0.090
H 1.0724 0.4967 -2.3755 0.187